# C3H6Cl2NO2P

2 unconnected molecules or ions with the total composition C3H6Cl2NO2P at a distorted geometry (wB97M-V/def2-TZVPD, the Open Molecules 2025 dataset).

```
15
C3H6Cl2NO2P, DFT wB97M-V/def2-TZVPD
C 0.326 0.771 -0.099
C 1.593 0.243 -0.618
C -1.485 0.287 1.125
N -0.421 -0.266 0.614
O -0.015 1.901 -0.255
O -0.698 -1.543 -1.117
P -2.003 -2.197 -0.846
Cl -2.074 -3.920 -1.661
Cl -3.432 -0.940 -1.516
H 2.353 1.010 -0.741
H 1.750 -0.776 -0.152
H 1.203 -0.015 -1.567
H -2.085 -0.071 1.960
H -1.912 1.314 0.935
H -2.755 -2.783 0.211
```

Output
E = -1584.72208 a.u.
Orbital gap (alpha / beta) = 0.245 / 0.252 Eh
Spin multiplicity = 3
Energy relative to the best compared isomer or geometry (same formula, charge and spin) = 0.000 eV
Strongest force on any atom = 5.69 eV/A
LUMO (alpha / beta) = 0.48 / -3.00 eV
Expectation value of S² = 2.007

Results of the Mulliken charge analysis, in e, for atoms 1 through 5: atom 1 (C): 0.806, atom 2 (C): -1.019, atom 3 (C): -0.731, atom 4 (N): -0.230, atom 5 (O): -0.501

# C36H86N8O14

11 unconnected molecules or ions with the total composition C36H86N8O14 at a distorted geometry (wB97M-V/def2-TZVPD, the Open Molecules 2025 dataset).

```
144
C36H86N8O14, DFT wB97M-V/def2-TZVPD
C -1.094 0.001 -5.639
N -0.674 1.216 -4.977
C -0.114 1.272 -3.741
C 0.143 2.650 -3.218
O 0.069 0.257 -3.031
H -0.214 -0.618 -5.818
H -1.583 0.297 -6.552
H -1.759 -0.572 -5.003
H -0.739 2.076 -5.487
H -0.050 3.392 -4.004
H 1.118 2.815 -2.778
H -0.575 2.875 -2.421
C -3.949 2.961 -2.184
N -3.078 4.007 -1.714
C -2.693 4.257 -0.479
C -3.159 3.385 0.686
O -1.948 5.126 -0.300
H -4.849 3.388 -2.626
H -4.298 2.348 -1.359
H -3.395 2.359 -2.902
H -2.681 4.604 -2.417
H -2.433 3.594 1.470
H -3.132 2.303 0.526
H -4.162 3.646 1.026
C -4.072 -2.716 1.181
N -3.241 -3.655 1.891
C -3.509 -4.331 3.095
C -4.757 -4.000 3.882
O -2.715 -5.166 3.544
H -4.818 -3.251 0.585
H -3.472 -2.285 0.368
H -4.435 -1.910 1.788
H -2.392 -3.970 1.449
H -5.381 -3.224 3.467
H -4.496 -3.774 4.906
H -5.308 -4.951 3.894
C -1.299 0.839 3.847
N -2.141 0.317 4.866
C -3.297 0.902 5.335
C -3.732 2.192 4.701
O -3.932 0.431 6.257
H -1.906 1.156 2.990
H -0.596 0.102 3.488
H -0.766 1.743 4.167
H -1.880 -0.517 5.382
H -2.908 2.929 4.666
H -4.542 2.631 5.255
H -3.963 2.070 3.632
C 5.503 5.760 0.408
N 5.276 4.319 0.321
C 4.890 3.735 -0.848
C 4.399 2.338 -0.772
O 4.904 4.292 -1.877
H 6.551 6.020 0.227
H 5.267 6.090 1.422
H 4.865 6.277 -0.293
H 5.623 3.732 1.049
H 3.348 2.407 -0.438
H 4.881 1.748 0.014
H 4.365 1.819 -1.716
C -2.906 -1.329 -2.282
N -4.096 -1.714 -2.987
C -5.349 -1.743 -2.432
C -6.422 -2.326 -3.285
O -5.603 -1.311 -1.369
H -2.983 -0.306 -1.933
H -2.120 -1.318 -3.038
H -2.618 -2.059 -1.537
H -4.013 -2.077 -3.913
H -6.651 -3.338 -2.960
H -6.180 -2.289 -4.346
H -7.325 -1.747 -3.104
C -0.502 -9.902 -0.922
N -0.981 -8.571 -0.787
C -0.176 -7.516 -1.166
C -0.797 -6.137 -0.977
O 0.957 -7.673 -1.698
H 0.327 -10.082 -0.228
H -0.078 -10.077 -1.912
H -1.300 -10.625 -0.806
H -1.662 -8.382 -0.078
H -1.510 -6.181 -0.145
H -1.285 -5.766 -1.873
H -0.005 -5.442 -0.708
C 0.286 8.669 1.261
N 0.450 7.405 0.647
C 1.521 7.098 -0.142
C 1.590 5.646 -0.586
O 2.354 7.905 -0.497
H 0.114 8.532 2.342
H -0.667 9.114 0.954
H 1.166 9.263 1.104
H -0.312 6.749 0.641
H 1.692 4.957 0.251
H 2.431 5.544 -1.256
H 0.620 5.537 -1.090
C 1.945 -2.653 0.571
O 0.771 -2.488 1.265
C -0.243 -1.906 0.518
C -0.017 -0.576 -0.048
O 0.110 0.427 0.908
C 0.378 1.698 0.344
H 1.804 -3.346 -0.272
H 2.690 -3.099 1.229
H 2.367 -1.713 0.213
H -1.090 -1.817 1.222
H -0.701 -2.583 -0.229
H -0.753 -0.220 -0.775
H 0.932 -0.612 -0.600
H 1.256 1.743 -0.318
H 0.587 2.355 1.194
H -0.525 2.073 -0.174
C 4.290 1.873 3.842
O 4.265 0.515 4.025
C 2.922 -0.014 4.188
C 3.049 -1.273 5.064
O 1.900 -1.721 5.557
C 0.996 -2.144 4.527
H 5.136 2.198 3.242
H 4.317 2.390 4.820
H 3.386 2.282 3.349
H 2.479 -0.200 3.187
H 2.262 0.720 4.691
H 3.634 -0.931 5.934
H 3.750 -1.992 4.595
H 0.933 -1.507 3.636
H -0.003 -2.248 4.947
H 1.329 -3.140 4.181
C 2.518 -2.450 -5.300
O 3.209 -1.280 -5.135
C 3.233 -0.891 -3.806
C 4.105 -1.799 -2.948
O 4.790 -0.986 -2.007
C 5.784 -1.638 -1.307
H 3.135 -3.204 -5.776
H 1.631 -2.259 -5.922
H 2.124 -2.824 -4.346
H 2.191 -0.860 -3.448
H 3.617 0.122 -3.673
H 4.785 -2.307 -3.658
H 3.479 -2.560 -2.448
H 6.313 -0.879 -0.741
H 6.502 -2.098 -2.004
H 5.394 -2.418 -0.644
```

Output
SMILES string = CNC(C)=O.CNC(C)=O.CNC(C)=O.CNC(C)=O.CNC(C)=O.CNC(C)=O.CNC(C)=O.CNC(C)=O.COCCOC.COCCOC.COCCOC
E = -2914.60796 a.u.
Orbital gap = 0.336 Eh
Spin multiplicity = 1
Energy relative to the best compared isomer or geometry (same formula, charge and spin) = 1.211 eV
Strongest force on any atom = 6.79 eV/A
LUMO = -0.07 eV

Results of the Mulliken charge analysis, in e, for atoms 1 through 5: atom 1 (C): -0.637, atom 2 (N): -0.148, atom 3 (C): 0.490, atom 4 (C): -0.279, atom 5 (O): -0.518

# C44H123N11O12

12 unconnected molecules or ions with the total composition C44H123N11O12 at a distorted geometry (wB97M-V/def2-TZVPD, the Open Molecules 2025 dataset).

```
190
C44H123N11O12, DFT wB97M-V/def2-TZVPD
C -0.925 -0.065 -6.043
O -1.051 -0.126 -4.644
C 0.239 -0.339 -4.007
C 0.137 -0.579 -2.476
C -0.843 -1.664 -2.101
N -0.313 0.571 -1.783
H -1.857 0.177 -6.555
H -0.492 -0.970 -6.469
H -0.343 0.825 -6.281
H 0.769 -1.209 -4.393
H 0.860 0.510 -4.291
H 1.124 -0.756 -2.049
H -1.020 -1.806 -1.035
H -0.444 -2.627 -2.421
H -1.850 -1.540 -2.501
H 0.491 1.155 -1.602
H -0.887 1.124 -2.403
C 3.345 0.348 5.695
O 2.823 1.201 4.589
C 2.554 2.528 5.058
C 2.404 3.529 3.929
C 2.008 4.942 4.496
N 1.394 3.122 3.012
H 4.160 0.854 6.212
H 3.738 -0.591 5.305
H 2.547 0.126 6.403
H 1.596 2.381 5.556
H 3.298 2.848 5.787
H 3.406 3.502 3.502
H 2.575 5.281 5.364
H 0.973 4.964 4.837
H 2.135 5.684 3.708
H 1.582 2.130 3.011
H 0.520 3.192 3.513
C 6.063 -1.292 3.664
O 5.794 -1.442 2.277
C 4.400 -1.403 1.881
C 4.142 -1.856 0.477
C 4.981 -1.099 -0.498
N 2.728 -1.742 0.044
H 7.039 -1.698 3.932
H 5.399 -1.843 4.330
H 5.971 -0.246 3.956
H 3.845 -1.976 2.624
H 3.958 -0.408 1.928
H 4.398 -2.907 0.346
H 4.956 -0.016 -0.380
H 4.713 -1.294 -1.537
H 6.010 -1.440 -0.381
H 2.218 -2.313 0.703
H 2.336 -0.836 0.255
C -1.712 4.296 3.536
O -1.258 3.259 4.397
C -2.312 2.430 4.923
C -1.690 1.391 5.831
C -1.203 0.162 5.031
N -2.560 0.967 6.911
H -2.549 4.931 3.826
H -2.002 3.819 2.600
H -0.847 4.931 3.341
H -3.072 3.024 5.430
H -2.869 1.924 4.134
H -0.858 1.830 6.381
H -1.929 -0.378 4.423
H -0.860 -0.668 5.648
H -0.295 0.397 4.474
H -2.039 0.276 7.431
H -3.220 0.302 6.534
C 0.301 -2.618 2.968
O 0.663 -3.889 2.505
C 1.870 -4.387 2.983
C 2.102 -5.843 2.455
C 1.318 -6.827 3.303
N 3.539 -6.275 2.543
H 1.146 -1.962 2.761
H 0.091 -2.673 4.036
H -0.581 -2.247 2.445
H 2.686 -3.715 2.719
H 1.850 -4.350 4.072
H 1.815 -5.820 1.404
H 1.772 -7.018 4.275
H 1.159 -7.790 2.816
H 0.314 -6.420 3.423
H 3.599 -7.112 3.104
H 3.754 -6.607 1.614
C -2.200 3.459 -8.038
O -1.824 3.170 -6.735
C -1.303 4.229 -5.903
C -0.925 3.678 -4.469
C -2.145 3.124 -3.764
N -0.336 4.693 -3.602
H -1.342 3.997 -8.441
H -3.117 4.039 -8.140
H -2.274 2.587 -8.688
H -0.447 4.600 -6.467
H -2.084 4.986 -5.838
H -0.223 2.844 -4.463
H -1.925 2.839 -2.735
H -2.561 2.290 -4.329
H -2.960 3.843 -3.685
H 0.090 5.439 -4.133
H -1.043 5.182 -3.072
C -1.629 -8.200 -2.708
O -0.514 -7.781 -1.933
C -0.049 -6.393 -2.030
C 1.403 -6.417 -1.499
C 2.032 -5.014 -1.448
N 2.180 -7.284 -2.294
H -1.408 -8.241 -3.775
H -2.473 -7.513 -2.639
H -2.032 -9.178 -2.446
H -0.080 -6.009 -3.050
H -0.739 -5.806 -1.426
H 1.436 -6.784 -0.473
H 2.228 -4.582 -2.430
H 2.997 -5.085 -0.946
H 1.404 -4.303 -0.912
H 1.701 -8.173 -2.268
H 1.985 -6.902 -3.208
C -2.058 7.044 1.024
O -0.631 7.103 0.926
C -0.091 5.809 0.533
C 1.445 5.837 0.671
C 2.107 6.718 -0.409
N 1.849 4.456 0.479
H -2.452 7.967 1.450
H -2.298 6.301 1.784
H -2.549 6.824 0.076
H -0.556 5.139 1.257
H -0.438 5.524 -0.460
H 1.764 6.228 1.637
H 1.777 6.540 -1.433
H 3.196 6.690 -0.444
H 1.818 7.731 -0.130
H 2.858 4.441 0.501
H 1.641 3.972 1.342
C -2.876 3.665 -0.057
O -3.542 2.619 0.610
C -3.222 1.294 0.134
C -3.891 0.270 1.072
C -3.526 -1.125 0.679
N -5.353 0.312 0.966
H -1.796 3.524 -0.029
H -3.134 4.588 0.462
H -3.081 3.806 -1.118
H -3.495 1.257 -0.920
H -2.146 1.186 0.266
H -3.533 0.514 2.072
H -2.442 -1.220 0.614
H -3.884 -1.407 -0.311
H -3.815 -1.870 1.420
H -5.855 -0.113 0.200
H -5.681 1.248 1.154
C -2.688 -4.502 0.250
O -3.705 -4.584 -0.750
C -4.942 -5.190 -0.264
C -6.021 -4.995 -1.387
C -7.438 -4.994 -0.802
N -5.802 -5.908 -2.474
H -2.375 -5.538 0.382
H -3.097 -4.184 1.210
H -1.841 -3.868 -0.012
H -4.732 -6.227 -0.001
H -5.335 -4.664 0.606
H -5.986 -3.968 -1.753
H -7.561 -4.342 0.063
H -7.744 -5.991 -0.485
H -8.147 -4.617 -1.539
H -4.884 -5.797 -2.880
H -6.444 -5.653 -3.212
C 4.213 2.943 -5.690
O 4.065 3.104 -4.290
C 2.795 2.696 -3.858
C 2.649 2.937 -2.330
C 3.213 1.967 -1.309
N 1.288 3.031 -1.997
H 5.195 3.265 -6.036
H 3.419 3.479 -6.211
H 4.219 1.907 -6.030
H 2.049 3.229 -4.448
H 2.551 1.642 -3.992
H 3.091 3.909 -2.107
H 4.289 2.067 -1.167
H 2.894 0.950 -1.539
H 2.807 2.069 -0.303
H 0.763 3.653 -2.594
H 1.230 3.629 -1.185
O 0.186 0.510 1.432
H -0.013 0.125 0.578
H 0.184 1.454 1.275
```

Output
SMILES string = COC[C@H](C)N.COC[C@H](C)N.COC[C@H](C)N.COC[C@H](C)N.COC[C@H](C)N.COC[C@H](C)N.COC[C@H](C)N.COC[C@H](C)N.COC[C@H](C)N.COC[C@H](C)N.COC[C@H](C)N.O
E = -3255.10159 a.u.
Orbital gap = 0.320 Eh
Spin multiplicity = 1
Energy relative to the best compared isomer or geometry (same formula, charge and spin) = 2.737 eV
Strongest force on any atom = 2.60 eV/A
LUMO = 0.57 eV

Results of the Mulliken charge analysis, in e, for atoms 1 through 5: atom 1 (C): -0.808, atom 2 (O): -0.404, atom 3 (C): -0.901, atom 4 (C): 1.454, atom 5 (C): -1.288

# C34H34GeInN6O6S2

A molecular structure, C34H34GeInN6O6S2 (wB97M-V/def2-TZVPD, the Open Molecules 2025 dataset).

```
84
C34H34GeInN6O6S2, DFT wB97M-V/def2-TZVPD
In 0.163 -0.298 -0.132
N 2.445 2.276 -7.641
C 1.782 2.218 -6.408
C 2.432 1.715 -5.282
C 1.795 1.693 -4.055
C 0.496 2.172 -3.951
C -0.162 2.679 -5.060
C 0.483 2.708 -6.284
S -0.305 2.132 -2.381
O -1.497 2.936 -2.483
O 0.677 2.492 -1.385
N -0.620 0.569 -2.073
C -1.348 -0.188 -2.951
N -1.404 -1.500 -2.665
C -2.094 -2.263 -3.488
C -2.732 -1.773 -4.621
C -2.594 -0.414 -4.835
N -1.922 0.386 -4.020
H 3.184 1.597 -7.737
H 1.830 2.263 -8.439
H 3.444 1.337 -5.371
H 2.292 1.291 -3.182
H -1.176 3.033 -4.948
H -0.023 3.108 -7.157
H -2.136 -3.319 -3.234
H -3.291 -2.410 -5.290
H -3.044 0.064 -5.701
O -0.811 1.444 0.969
N -2.032 1.740 0.577
C -2.358 3.044 0.488
C -3.616 3.435 0.122
C -4.553 2.451 -0.191
C -4.193 1.128 -0.127
C -2.904 0.739 0.267
S -2.386 -0.896 0.345
H -1.539 3.709 0.713
H -3.845 4.488 0.050
H -5.552 2.726 -0.504
H -4.885 0.341 -0.391
C 3.611 -1.078 1.239
Ge 1.856 -0.436 1.852
C 2.214 1.360 2.583
C 1.783 1.767 3.844
C 2.030 3.054 4.305
C 2.712 3.961 3.506
C 3.144 3.573 2.245
C 2.894 2.286 1.791
C 1.397 -1.571 3.404
C 2.301 -2.510 3.826
C 2.019 -3.387 4.901
C 0.824 -3.317 5.550
C -0.145 -2.361 5.159
C -1.397 -2.270 5.816
C -2.328 -1.351 5.426
C -2.046 -0.473 4.358
C -0.844 -0.534 3.712
C 0.143 -1.482 4.085
H 4.347 -0.993 2.040
H 3.939 -0.480 0.390
H 3.546 -2.116 0.911
H 1.252 1.071 4.484
H 1.685 3.350 5.289
H 2.901 4.967 3.862
H 3.667 4.277 1.609
H 3.214 2.008 0.792
H 3.256 -2.604 3.325
H 2.761 -4.118 5.200
H 0.596 -3.988 6.371
H -1.603 -2.949 6.637
H -3.284 -1.295 5.933
H -2.789 0.247 4.038
H -0.649 0.147 2.891
C -1.051 -4.386 -0.655
C -0.295 -4.386 0.660
O -0.373 -3.132 1.315
H -0.927 -5.344 -1.167
H -0.679 -3.583 -1.291
H -2.119 -4.225 -0.480
H 0.768 -4.558 0.489
H -0.662 -5.185 1.319
H -1.299 -2.897 1.455
O 2.239 -0.302 -1.576
N 2.197 -1.530 -1.744
O 1.191 -2.082 -1.237
```

Output
E = -5159.48630 a.u.
Total charge = -1
Orbital gap = 0.275 Eh
Spin multiplicity = 1
Energy relative to the best compared isomer or geometry (same formula, charge and spin) = 0.278 eV
Strongest force on any atom = 0.17 eV/A
LUMO = 2.55 eV

Results of the Mulliken charge analysis, in e, for atoms 1 through 5: atom 1 (In): 0.804, atom 2 (N): -0.620, atom 3 (C): 1.152, atom 4 (C): -0.904, atom 5 (C): -0.507

# C4H7NO

C4H7NO in the gas phase (wB97M-V/def2-TZVPD, the Open Molecules 2025 dataset).

```
13
C4H7NO, DFT wB97M-V/def2-TZVPD
C -1.403 -0.306 -0.599
C -0.057 0.069 0.030
C 0.620 1.289 -0.548
O 1.364 2.012 0.072
C 0.552 -0.363 1.334
N 0.696 -1.185 0.155
H -1.127 -1.128 -1.263
H -2.118 -0.706 0.124
H -1.891 0.467 -1.209
H 0.384 1.509 -1.612
H 1.448 0.173 1.649
H -0.039 -0.748 2.163
H 1.603 -1.156 -0.293
```

Output
SMILES string = C[C@@]1(C=O)CN1
E = -286.54189 a.u.
Orbital gap = 0.386 Eh
Spin multiplicity = 1
Energy relative to the best compared isomer or geometry (same formula, charge and spin) = 2.442 eV
Strongest force on any atom = 0.58 eV/A
LUMO = 0.85 eV

Results of the Mulliken charge analysis, in e, for atoms 1 through 5: atom 1 (C): -1.253, atom 2 (C): 0.936, atom 3 (C): -0.260, atom 4 (O): -0.464, atom 5 (C): -0.442

# C10H22FN4O3

2 unconnected molecules or ions with the total composition C10H22FN4O3 (wB97M-V/def2-TZVPD, the Open Molecules 2025 dataset).

```
40
C10H22FN4O3, DFT wB97M-V/def2-TZVPD
F 4.193 -0.098 3.654
C 3.630 1.117 3.387
C 2.149 1.045 3.751
N 1.395 2.018 2.960
C 0.098 1.865 2.743
N -0.632 2.706 1.982
C -1.845 2.210 1.983
N -1.934 1.096 2.709
N -0.685 0.867 3.208
H 4.134 1.896 3.946
H 3.707 1.287 2.319
H 1.979 1.174 4.815
H 1.821 0.051 3.457
H 1.823 2.837 2.568
H -2.671 2.622 1.440
H -2.709 0.484 2.907
H -0.449 0.096 3.808
C 0.202 -3.621 -3.970
O -0.305 -2.341 -3.649
C -1.710 -2.339 -3.469
C -2.134 -1.199 -2.572
O -1.879 -1.426 -1.187
C -0.543 -1.296 -0.735
C -0.081 0.137 -0.584
O 0.276 0.704 -1.822
C 0.201 2.112 -1.822
H -0.195 -3.976 -4.927
H 1.284 -3.536 -4.047
H -0.038 -4.346 -3.185
H -2.044 -3.286 -3.029
H -2.193 -2.218 -4.447
H -3.219 -1.110 -2.645
H -1.701 -0.256 -2.906
H 0.151 -1.869 -1.353
H -0.545 -1.744 0.263
H 0.806 0.161 0.074
H -0.885 0.722 -0.115
H -0.813 2.452 -1.577
H 0.449 2.456 -2.823
H 0.912 2.548 -1.110
```

Output
E = -938.52480 a.u.
Total charge = +1
Orbital gap = 0.305 Eh
Spin multiplicity = 1
Energy relative to the best compared isomer or geometry (same formula, charge and spin) = 0.120 eV
Strongest force on any atom = 0.95 eV/A
LUMO = -3.21 eV

Results of the Mulliken charge analysis, in e, for atoms 1 through 5: atom 1 (F): -0.282, atom 2 (C): -0.490, atom 3 (C): -0.509, atom 4 (N): -0.108, atom 5 (C): 0.579